No. 1
This record from the Open Molecules 2025 dataset describes a structure of composition C43H65DyN9O2Si2. The level of theory is ωB97M-V/def2-TZVPD.

Structure (ORCA input):
```
! wB97M-V def2-TZVPD RIJCOSX def2/J DEFGRID3
* xyz 1 6
Dy -4.09866 -4.46854 23.56804
C -4.87363 -2.33957 21.00138
N -5.10617 -2.29076 22.44722
C -4.59099 -1.14426 23.19130
C -3.08955 -1.16856 22.96279
N -2.38361 -2.26776 22.93377
C -1.04595 -1.89512 22.68739
C 0.10915 -2.62829 22.56532
C 1.23355 -1.91182 22.12650
C 1.25572 -0.55796 21.91318
C 0.09523 0.18455 22.19663
C -1.03904 -0.50753 22.59362
N -2.32943 -0.05126 22.77685
C -4.36538 -3.62457 20.50047
N -3.68823 -4.53572 21.18157
C -3.33892 -5.47609 20.22808
C -2.60521 -6.67115 20.41899
C -2.29899 -7.43894 19.29780
C -2.75698 -6.99217 18.02282
C -3.55454 -5.89014 17.89498
C -3.83553 -5.11741 19.01172
N -4.49144 -3.91456 19.19172
H -4.10953 -1.59434 20.75779
H -5.75890 -2.08660 20.43937
H -6.09309 -2.40195 22.71824
H -4.87176 -1.19627 24.25487
H -5.02013 -0.18721 22.80716
H 0.21048 -3.65250 22.81667
H 2.15757 -2.37835 21.96787
H 2.18648 -0.06866 21.68281
H 0.07857 1.24033 22.10009
H -2.72987 0.83726 22.59383
H -2.25871 -6.91605 21.39951
H -1.69957 -8.34018 19.29914
H -2.50757 -7.69904 17.20395
H -3.77008 -5.62665 16.86337
H -5.10279 -3.37396 18.51219
C -1.80418 0.04688 27.30361
C -1.77205 -0.87084 26.11482
C -1.36589 -2.27374 26.47124
C -0.03681 -2.54239 26.89331
C 0.40045 -3.78785 27.31360
C -0.51059 -4.81647 27.40069
C -1.82494 -4.61683 27.01877
C -2.80804 -5.68885 27.41742
C -3.28737 -5.54445 28.91230
C -2.25667 -3.38976 26.47809
N -3.48909 -3.35559 25.80482
C -4.53860 -2.82604 26.29476
C -5.84506 -3.10516 25.70032
C -7.03407 -2.36403 25.79426
C -7.97973 -3.04500 24.94755
C -7.29473 -4.13464 24.38907
N -5.99309 -4.16407 24.85865
H -2.01697 1.07311 26.94194
H -0.84504 0.03033 27.78799
H -2.55039 -0.25864 28.00161
H -1.10295 -0.47566 25.36402
H -2.76764 -0.85419 25.64285
H 0.66012 -1.70355 26.80730
H 1.44996 -3.91094 27.55934
H -0.20461 -5.72467 27.90573
H -2.31474 -6.70707 27.34422
H -3.65941 -5.70322 26.71325
H -2.44948 -5.39080 29.57826
H -3.90398 -4.66976 29.00026
H -3.73408 -6.50059 29.11966
H -4.50420 -2.17368 27.21515
H -7.25281 -1.48548 26.44080
H -9.00113 -2.74957 24.86226
H -7.60424 -4.89640 23.70476
O -1.85360 -5.26320 23.78465
H -1.04697 -5.21791 23.25728
H -1.94880 -6.15660 24.05388
C -9.96702 -3.07698 16.62452
N -8.63283 -3.48060 17.26998
C -7.87511 -4.47959 16.48755
C -7.91697 -2.56747 17.96418
O -6.66965 -2.65597 17.98240
N -8.56735 -1.56776 18.72553
C -7.80968 -0.30950 18.97372
C -9.82302 -1.75956 19.41424
H -9.91988 -3.26747 15.54407
H -10.18732 -1.97773 16.72536
H -10.84850 -3.62861 17.10217
H -8.67524 -5.06729 16.01016
H -7.42007 -5.20242 17.19583
H -7.15855 -4.00306 15.82876
H -7.02124 -0.20676 18.27149
H -7.38915 -0.22881 19.97960
H -8.48271 0.51929 18.85895
H -9.94001 -2.78379 19.73024
H -10.68043 -1.52036 18.85523
H -9.80666 -1.20389 20.36176
C -6.13339 -8.55061 21.49289
Si -6.13217 -7.11281 22.65616
C -7.51184 -7.34048 23.90592
C -6.68526 -5.72926 21.40106
C -4.54477 -6.85859 23.52831
Si -4.02639 -8.18313 24.76900
C -5.13477 -8.00991 26.27624
C -2.10629 -8.16246 25.05074
C -4.12729 -9.87267 24.00416
H -6.64499 -8.32291 20.52570
H -6.54220 -9.41905 21.91922
H -5.08699 -8.82605 21.23192
H -8.45218 -7.17699 23.38442
H -7.50104 -6.61482 24.71624
H -7.57253 -8.39057 24.29462
H -7.73839 -5.86340 21.35355
H -6.28135 -5.89314 20.39205
H -6.38133 -4.75723 21.75662
H -3.85075 -7.00616 22.69677
H -6.02531 -7.46363 25.96939
H -4.53784 -7.61431 27.06229
H -5.45526 -8.97653 26.70381
H -1.77983 -7.22171 25.56805
H -1.56042 -8.14603 24.11556
H -1.70729 -8.98961 25.58644
H -5.15550 -10.08799 23.71432
H -3.84497 -10.67522 24.64399
H -3.50788 -9.95415 23.13363
*
```

## Properties
- HOMO-LUMO gap (alpha / beta) (eV) = 8.182 / 8.117
- HOMO energy (alpha / beta) (eV) = -10.100 / -10.037
- LUMO energy (alpha / beta) (hartree) = -0.0705 / -0.0706
- <S²> = 9.33
- maximum force (eV/Å) = 2.5

No. 2
This record from the Open Molecules 2025 dataset describes a cluster of 4 separate species, C43H66ClF9N3O8P in total. The level of theory is ωB97M-V/def2-TZVPD.

Structure (ORCA input):
```
! wB97M-V def2-TZVPD RIJCOSX def2/J DEFGRID3
* xyz 0 1
C -0.37320 -5.04524 -4.66769
C 1.15168 -4.92723 -4.45526
C 1.53414 -4.13269 -3.19944
C 1.56483 -2.62037 -3.44877
C 1.54212 -1.78413 -2.17079
C 1.38121 -0.28646 -2.45350
C 0.98924 0.50650 -1.23224
C -0.31600 0.59107 -0.76171
C -1.41126 -0.17106 -1.47741
C -1.98210 -1.37250 -0.71114
C -2.31946 -2.53528 -1.61897
F -1.04989 -1.83228 0.24014
C -0.64264 1.39226 0.39006
P -2.43510 1.47011 0.84759
C -2.37068 0.96754 2.63150
C -2.86274 3.25232 0.93340
C -4.33856 3.38782 1.37011
C 0.36733 2.03180 1.09366
C 0.17302 2.88202 2.32169
C 0.56413 4.33516 2.19076
O 0.91607 5.03198 3.07076
Cl 0.38116 5.01415 0.55395
C 1.71815 1.88130 0.66874
N 2.69855 2.44535 1.41595
C 3.94228 2.29346 1.04345
C 4.98454 2.89232 1.94541
C 5.85005 3.97864 1.29996
O 7.18860 3.87232 1.76008
C 8.12447 3.64617 0.74869
C 9.47374 3.29724 1.38083
F 9.60348 3.83976 2.61310
F 10.45374 3.81963 0.58916
C 9.78064 1.77278 1.50245
F 9.25869 1.14006 0.41662
F 11.11804 1.57241 1.48234
C 9.23787 1.08587 2.78510
F 7.98873 1.52721 3.02836
F 10.02551 1.42486 3.82722
C 9.21157 -0.46681 2.63270
F 8.13383 -0.95973 3.28270
F 10.33194 -0.97876 3.19479
C 4.25812 1.54801 -0.14343
C 5.68339 1.26328 -0.54991
N 6.45938 0.60796 0.51263
C 6.96504 -0.70608 0.12311
N 3.31960 1.01174 -0.87736
C 2.02183 1.15121 -0.49610
H -0.92343 -4.65727 -3.80695
H -0.71381 -4.49186 -5.54331
H -0.67981 -6.08366 -4.79921
H 1.58498 -5.92667 -4.40173
H 1.58802 -4.42034 -5.31921
H 2.51338 -4.46254 -2.84051
H 0.82103 -4.34933 -2.39500
H 2.47093 -2.39363 -4.01777
H 0.69274 -2.35132 -4.05745
H 0.71729 -2.12415 -1.53820
H 2.48162 -1.92694 -1.62875
H 0.63195 -0.13308 -3.23628
H 2.31857 0.11189 -2.84003
H -2.23707 0.50987 -1.69329
H -1.03048 -0.55257 -2.42337
H -2.86532 -1.06066 -0.15189
H -3.04455 -2.23458 -2.37736
H -2.73629 -3.35848 -1.03516
H -1.41670 -2.89967 -2.11701
H -2.78864 1.74335 3.27801
H -2.93461 0.04610 2.76877
H -1.34365 0.78368 2.95116
H -2.21811 3.84952 1.57718
H -2.72361 3.63669 -0.07950
H -4.78431 2.42001 1.60948
H -4.41624 4.01961 2.25643
H -4.93075 3.84350 0.57887
H -0.86705 2.86009 2.64037
H 0.78591 2.52418 3.15079
H 4.43650 3.31584 2.78770
H 5.64181 2.12099 2.35589
H 5.48193 4.96600 1.59266
H 5.80928 3.93473 0.20728
H 8.29812 4.53881 0.13433
H 7.81343 2.82670 0.09394
H 9.16850 -0.78075 1.59138
H 6.17301 2.18752 -0.88223
H 5.62375 0.61575 -1.42875
H 5.86828 0.46991 1.32588
H 6.21046 -1.32018 -0.38641
H 7.83409 -0.60167 -0.52960
H 7.27870 -1.24538 1.01900
C -9.66582 2.22179 -0.83643
C -8.87257 3.07568 -1.80213
O -7.49027 3.14512 -1.43800
C -6.60232 2.18428 -1.77420
C -7.08764 0.89992 -2.40017
O -5.44633 2.36887 -1.50629
H -9.31651 1.19031 -0.83469
H -10.72399 2.23406 -1.10372
H -9.55899 2.60670 0.17792
H -8.97881 2.73290 -2.83221
H -9.21193 4.11011 -1.77448
H -7.25185 0.17290 -1.60423
H -6.30338 0.53319 -3.05768
H -8.00912 0.99190 -2.96785
C 2.19119 -4.03016 2.90546
C 2.81454 -3.14598 3.96471
O 3.75553 -2.21935 3.40950
C 3.38691 -1.03818 2.88353
C 1.92388 -0.72009 2.68669
O 4.25241 -0.27917 2.53302
H 1.60571 -3.45258 2.18975
H 1.53312 -4.76442 3.37071
H 2.96901 -4.55949 2.35542
H 2.06391 -2.61968 4.55498
H 3.40574 -3.74201 4.65758
H 1.64672 -0.97954 1.66327
H 1.80401 0.35412 2.80653
H 1.25209 -1.23170 3.37005
C -11.52538 -3.16102 -2.53741
C -10.13671 -3.50664 -2.04419
O -9.41922 -2.35093 -1.59253
C -9.54062 -1.85645 -0.34566
C -10.60413 -2.39439 0.58061
O -8.82009 -0.94941 -0.02503
H -12.14832 -2.75641 -1.73956
H -12.01435 -4.05111 -2.93347
H -11.46656 -2.41559 -3.33014
H -10.15342 -4.27191 -1.26781
H -9.53032 -3.89362 -2.86097
H -11.48255 -1.75531 0.49212
H -10.22982 -2.32105 1.59798
H -10.89865 -3.42139 0.38552
*
```

## Properties
- HOMO-LUMO gap (eV) = 8.209
- HOMO energy (eV) = -8.251
- LUMO energy (hartree) = -0.0015
- maximum force (eV/Å) = 0.5